The following is a quantum chemistry calculation of a structure of composition C2HAlFO2 in a non-equilibrium geometry, from the Open Molecules 2025 dataset.

**Total charge**: +2
**2S+1**: 2
**E_tot**: -568.687802 hartree
**HOMO energy (alpha / beta)**: -19.80 / -23.73 eV
**<S²>**: 0.755

Last column: Mulliken spin population.
Positions of all 7 atoms, in Å:
1 H -2.56566 1.32863 -0.83799  -0.0007
2 C -0.32820 1.46656 0.27652  0.1428
3 C -0.05270 0.17185 -0.18862  0.4249
4 O -0.87352 -0.47438 -0.85682  0.1095
5 O -0.40014 2.35221 1.01627  0.2388
6 F 0.97991 -0.40505 0.39180  0.0634
7 Al -2.40902 -0.19823 -1.43932  0.0213